# 1
Molecular formula: C62H49BClINO11S
Method: DFT, the ωB97M-V functional and the def2-TZVPD basis

```
127
Properties=species:S:1:pos:R:3:forces:R:3
C 2.9001 2.0297 3.2642 0.91 0.02 0.39
O 2.4837 1.0034 2.3821 -0.46 0.35 0.16
C 1.0721 0.9441 2.2156 -0.33 -0.48 -0.74
C 0.4209 -0.1542 3.1269 1.82 1.20 0.68
C 1.4370 -1.2692 3.3616 -0.30 -1.53 -0.69
C 1.8792 -1.9634 2.0607 0.46 0.16 -0.12
C 2.4593 -3.3913 2.2379 -0.37 0.46 0.02
C 3.1217 -3.6896 3.5950 -0.43 -0.45 -1.26
S 4.7186 -2.8682 3.8594 0.58 -1.52 2.55
O 4.6573 -2.1083 5.0674 -0.66 1.28 -0.58
O 5.7310 -3.8817 3.9435 0.08 -0.33 -1.31
Cl 5.1637 -1.7190 2.2310 -0.20 0.00 0.30
O 0.4145 0.5183 4.3879 -0.53 0.17 0.09
B -0.9332 0.7477 4.8567 0.29 -2.89 0.21
I -1.5118 2.8830 5.3605 -0.09 0.91 -0.28
O -1.7561 0.0431 3.8849 -0.69 1.12 -0.85
C -1.0814 -0.5466 2.7836 -0.30 0.48 1.74
C -1.4974 -2.0527 2.9117 0.13 -0.69 -0.09
C -2.4215 -2.3412 4.0897 0.39 0.46 -1.19
C -3.7750 -2.4235 3.8343 -0.18 0.04 -0.52
C -4.6634 -2.7190 4.8390 -0.41 -0.03 -0.48
C -4.1869 -2.9407 6.1107 -1.32 -0.20 0.54
C -2.8484 -2.8468 6.3841 0.08 -0.26 0.55
C -1.9714 -2.5506 5.3663 0.99 -0.20 0.64
C -1.5599 0.1147 1.4799 0.81 -1.55 1.49
C -1.9790 1.4320 1.5634 -0.31 0.93 -0.38
C -2.3773 2.1029 0.4135 0.30 -0.93 0.36
C -2.3502 1.3349 -0.7520 -0.36 1.16 0.13
C -1.9161 0.0411 -0.6793 0.29 -1.55 -1.69
N -1.4822 -0.6486 0.3830 -0.69 1.86 0.14
H 3.2324 2.9347 2.7295 -0.32 -0.16 -0.12
H 3.7911 1.6573 3.7902 -0.19 0.02 -0.03
H 2.1575 2.2911 4.0221 -0.08 -0.14 -0.20
H 0.6222 1.8969 2.5156 -0.05 -0.12 -0.20
H 0.8877 0.7840 1.1420 0.06 -0.06 0.16
H 2.3166 -0.9278 3.9115 -0.26 0.41 -0.12
H 0.9844 -2.0321 4.0141 -0.15 0.32 -0.02
H 2.6666 -1.3648 1.5924 -0.34 0.16 0.08
H 1.0503 -1.9751 1.3407 0.07 -0.23 0.13
H 3.2114 -3.5788 1.4622 -0.21 -0.07 0.01
H 1.6475 -4.1095 2.0713 0.22 -0.10 0.28
H 3.3637 -4.7574 3.6001 0.41 0.25 0.07
H 2.4741 -3.5327 4.4582 0.32 0.61 -0.03
H -1.1423 0.1821 5.9119 0.07 0.52 0.38
H -0.6461 -2.7343 3.0272 0.06 0.29 -0.26
H -2.0503 -2.4050 2.0346 0.36 0.27 -0.14
H -4.1273 -2.2660 2.8172 -0.01 0.03 0.12
H -5.7174 -2.7950 4.5880 0.04 -0.02 0.25
H -4.9177 -3.2001 6.8739 0.27 0.06 0.12
H -2.5088 -3.0412 7.3963 0.15 0.11 -0.12
H -0.9120 -2.5093 5.6089 -0.06 0.17 -0.21
H -1.9707 1.9431 2.5207 -0.03 -0.23 -0.02
H -2.6784 3.1424 0.4641 -0.01 -0.09 -0.21
H -2.6422 1.7597 -1.7076 0.06 -0.16 0.12
H -1.9164 -0.5247 -1.6188 0.08 0.06 0.18
C 7.4323 4.4228 -3.6332 0.04 -0.05 -0.06
C 8.1368 3.9376 -4.7316 -0.04 -0.02 0.06
C 8.3681 2.5788 -4.8651 0.04 0.15 -0.11
C 7.9058 1.6971 -3.8950 -0.06 0.01 0.13
C 7.2192 2.1864 -2.7813 0.11 0.00 -0.22
C 6.9752 3.5507 -2.6596 0.00 0.16 -0.03
C 6.7589 1.2628 -1.7130 -0.28 0.16 0.43
O 6.1581 1.6875 -0.7488 0.03 -0.02 -0.03
C 7.0522 -0.1884 -1.8457 0.10 0.01 -0.19
C 6.6685 -1.0518 -0.8303 -0.04 -0.22 0.13
C 6.9189 -2.4087 -0.9423 0.05 -0.04 -0.11
C 7.5491 -2.9085 -2.0790 -0.03 0.10 0.03
C 7.9380 -2.0496 -3.0948 0.01 -0.19 0.06
C 7.6985 -0.6852 -2.9785 -0.04 0.08 0.04
C 8.1456 0.2346 -4.0605 0.14 -0.13 -0.25
O 8.6954 -0.1942 -5.0551 -0.01 0.03 0.03
H 7.2452 5.4845 -3.5359 -0.01 -0.01 0.00
H 8.5034 4.6229 -5.4852 -0.02 -0.01 0.00
H 8.9110 2.2016 -5.7214 -0.04 -0.12 0.05
H 6.4325 3.9332 -1.8054 0.00 -0.17 0.05
H 6.1767 -0.6624 0.0484 -0.01 0.18 -0.07
H 6.6225 -3.0793 -0.1456 0.00 0.02 0.00
H 7.7389 -3.9704 -2.1694 0.00 0.01 0.00
H 8.4300 -2.4378 -3.9765 0.01 0.13 -0.03
C -10.9768 -6.0564 -0.6912 0.06 -0.01 0.02
C -9.9827 -6.7477 -0.0053 -0.02 0.06 -0.03
C -8.7331 -6.1770 0.1680 -0.08 -0.17 0.06
C -8.4672 -4.9169 -0.3533 -0.09 0.07 -0.09
C -9.4568 -4.2335 -1.0611 0.10 -0.05 0.06
C -10.7147 -4.8032 -1.2183 -0.14 -0.12 0.00
C -9.1763 -2.9022 -1.6686 -0.20 0.22 -0.17
O -10.0410 -2.3077 -2.2810 0.01 -0.05 0.01
C -7.8145 -2.3257 -1.5146 0.06 -0.10 0.06
C -7.5156 -1.1114 -2.1207 0.08 0.16 -0.06
C -6.2549 -0.5567 -1.9744 0.00 -0.08 0.05
C -5.2881 -1.2072 -1.2144 -0.03 0.01 -0.04
C -5.5783 -2.4204 -0.6121 0.13 0.08 -0.01
C -6.8370 -2.9885 -0.7669 -0.12 0.05 -0.06
C -7.1231 -4.3083 -0.1430 0.29 -0.11 0.19
O -6.2830 -4.8820 0.5174 -0.04 -0.02 -0.04
H -11.9561 -6.5004 -0.8181 0.01 0.01 0.00
H -10.1858 -7.7325 0.3959 0.00 0.02 0.01
H -7.9612 -6.7112 0.7058 0.07 0.13 -0.01
H -11.4853 -4.2674 -1.7560 0.10 0.09 -0.02
H -8.2676 -0.6027 -2.7090 -0.09 -0.10 0.05
H -6.0224 0.3871 -2.4512 0.00 0.00 0.02
H -4.3062 -0.7682 -1.0959 -0.05 0.00 0.04
H -4.8244 -2.9280 -0.0247 -0.08 -0.08 0.01
C 3.2302 2.1848 -3.6579 -0.10 -0.02 0.06
C 2.1850 1.5536 -2.9896 0.05 0.05 -0.05
C 1.0431 2.2629 -2.6552 0.02 -0.18 0.02
C 0.9459 3.6107 -2.9771 0.11 0.11 -0.06
C 2.0055 4.2506 -3.6268 -0.12 -0.01 0.06
C 3.1412 3.5300 -3.9750 0.15 -0.15 -0.02
C 1.9416 5.7039 -3.9367 0.28 0.11 -0.15
O 2.8598 6.2613 -4.5050 -0.04 0.01 0.02
C 0.7288 6.4645 -3.5266 -0.09 -0.06 0.07
C 0.6726 7.8340 -3.7559 -0.05 0.18 -0.01
C -0.4544 8.5511 -3.3915 -0.04 -0.06 0.01
C -1.5355 7.9016 -2.8037 0.06 0.01 -0.03
C -1.4827 6.5382 -2.5684 -0.13 0.13 0.03
C -0.3486 5.8169 -2.9198 0.12 0.04 -0.05
C -0.2936 4.3569 -2.6283 -0.20 -0.16 0.16
O -1.2369 3.7924 -2.1146 0.03 0.12 -0.11
H 4.1184 1.6255 -3.9258 0.00 0.01 0.01
H 2.2621 0.5053 -2.7309 -0.01 0.01 0.02
H 0.2286 1.7703 -2.1396 -0.06 0.10 0.02
H 3.9582 4.0185 -4.4896 -0.07 0.12 0.03
H 1.5118 8.3385 -4.2157 0.05 -0.13 -0.01
H -0.4939 9.6188 -3.5662 0.00 -0.01 0.00
H -2.4185 8.4626 -2.5254 0.01 -0.01 0.01
H -2.3208 6.0335 -2.1070 0.09 -0.11 0.01
```
Forces are in eV/Å.

E_LUMO: 0.2 eV
charge: -1
HOMO level: -4.68 eV
Kohn-Sham gap: 4.9 eV
energy above the lowest of the compared OMol25 structures with the same formula, charge and spin: 30.9 kcal per mole
maximum force: 3.0 eV/A
electronic energy: -4455.53662 Ha

# 2
Molecular formula: C19H52Cd2N3O9
Method: DFT, the ωB97M-V functional and the def2-TZVPD basis

```
85
Properties=species:S:1:pos:R:3:forces:R:3
Cd -4.6461 9.1842 -21.1413 -2.69 0.10 0.21
Cd -2.6106 5.2942 -20.4878 -0.16 0.58 1.64
C -5.1029 6.8231 -17.4527 -0.04 1.26 -0.67
O -4.4178 6.9998 -18.6406 0.83 0.16 -2.05
H -4.6752 7.4724 -16.6887 0.72 -0.94 0.74
H -6.0709 7.3185 -17.5274 -0.86 -0.41 -0.43
H -5.2695 5.7597 -17.2809 0.06 0.00 0.66
C 5.5584 5.1796 -14.2918 -1.23 0.00 1.67
O 4.1338 5.1881 -14.5855 1.94 1.11 -1.36
C 3.2264 4.4303 -13.8435 0.96 -0.06 -0.97
C 2.1969 4.1423 -14.9500 -2.10 -1.72 0.48
N 1.5343 5.2674 -15.5741 0.18 0.34 1.61
C 0.6409 6.0341 -14.6419 -0.28 -1.63 -0.70
C 1.2775 7.2772 -14.1351 -0.13 0.53 0.14
O 1.3152 8.0818 -15.2823 0.56 -0.15 -1.45
C 1.6204 9.4504 -15.1566 -0.40 0.12 0.98
H 5.8261 4.1394 -14.1063 0.57 0.13 -0.32
H 5.6858 5.7453 -13.3689 0.03 -0.24 0.52
H 6.1978 5.7643 -14.9532 -0.65 -0.61 -0.87
H 3.0383 5.0263 -12.9505 -1.15 -0.26 0.13
H 3.5874 3.4444 -13.5506 0.42 -0.06 0.20
H 1.4432 3.4235 -14.6286 -0.44 0.24 0.80
H 2.6389 3.4843 -15.6981 0.84 0.66 -0.22
H 2.3429 5.8299 -15.7978 -0.19 0.89 -0.77
H 0.2143 5.3830 -13.8788 0.74 -0.29 0.38
H -0.2903 6.3248 -15.1282 0.13 0.28 -0.66
H 2.2536 7.1078 -13.6807 0.28 0.05 -0.17
H 0.6358 7.6831 -13.3532 -0.21 0.38 0.14
H 0.7932 9.8073 -14.5431 0.37 0.92 0.31
H 1.6159 10.0009 -16.0974 -0.21 -0.62 -0.28
H 2.6031 9.6299 -14.7205 -0.04 -0.04 0.35
C -4.5995 8.0440 -10.7567 0.24 1.30 0.00
O -5.5089 7.0069 -10.4362 0.51 1.75 1.13
C -5.5948 6.0840 -11.4343 0.61 0.89 -1.32
C -6.7586 5.2173 -11.2385 -1.84 -2.01 1.73
N -8.0527 5.8683 -10.9287 0.57 0.34 -2.75
C -8.7742 6.4044 -12.1244 0.20 -1.44 0.30
C -9.0985 5.2767 -13.1585 -1.29 0.26 -0.41
O -8.0658 5.0993 -14.0972 1.59 0.62 -0.44
C -8.1902 4.2034 -15.2118 -1.11 -1.06 1.53
H -4.7842 8.6214 -11.6626 -1.11 -0.37 -0.61
H -3.5642 7.7761 -10.9676 0.18 -0.81 0.77
H -4.6560 8.8406 -10.0149 0.17 -0.57 0.48
H -4.6861 5.4821 -11.4398 0.13 -0.24 -0.54
H -5.7557 6.6502 -12.3517 0.33 -0.20 -0.75
H -6.4871 4.5619 -10.4109 -0.30 0.15 0.68
H -6.8376 4.4666 -12.0249 -0.41 0.59 -0.47
H -8.0602 6.5637 -10.1962 0.37 -0.23 0.48
H -8.1676 7.1844 -12.5845 0.38 0.09 -0.37
H -9.6680 6.9321 -11.7916 -0.16 -0.36 0.05
H -10.0103 5.4435 -13.7320 -0.27 1.18 -0.10
H -9.5007 4.4051 -12.6421 1.11 -0.75 0.48
H -9.1839 4.2303 -15.6591 -0.12 0.34 -0.10
H -8.0929 3.2040 -14.7877 0.01 -0.35 -0.21
H -7.4362 4.2723 -15.9958 0.19 0.85 0.46
C -5.4476 12.1864 -23.0950 0.53 -0.47 -0.05
O -5.8145 10.8285 -23.0707 0.74 -2.08 0.75
C -7.1331 10.5638 -23.4832 0.66 1.40 -0.30
C -7.4656 9.1185 -23.2045 0.34 0.23 -0.50
N -7.1348 8.6068 -21.8576 -0.89 0.68 0.77
C -8.2107 9.0130 -20.8644 0.40 -1.33 0.13
C -7.8609 10.1276 -19.9039 -0.13 0.23 -0.87
O -6.4683 10.4430 -19.8956 0.09 -0.73 -1.15
C -6.2106 11.6431 -19.2290 0.57 0.83 2.08
H -4.3789 12.0369 -23.2491 0.15 1.31 0.17
H -5.7441 12.6184 -22.1392 0.27 0.50 -0.10
H -5.9158 12.6964 -23.9369 0.17 0.15 0.01
H -7.1242 10.7707 -24.5533 -0.39 -0.62 -0.39
H -7.6868 11.4316 -23.1249 -1.10 -0.65 0.78
H -6.8361 8.5666 -23.9026 -0.20 -0.22 -0.10
H -8.5178 8.9620 -23.4421 0.00 -0.23 -0.02
H -7.2023 7.6014 -21.9267 0.15 -0.21 0.03
H -8.5500 8.1662 -20.2678 0.55 -0.46 -0.26
H -9.1365 9.3420 -21.3363 0.26 -0.18 -0.68
H -8.2483 9.8539 -18.9225 0.30 0.37 0.20
H -8.4658 10.9107 -20.3610 0.58 1.05 0.86
H -6.8516 12.4811 -19.5025 -0.14 -0.23 -0.22
H -5.1714 11.9709 -19.2582 0.16 -0.27 -0.91
H -6.2911 11.4325 -18.1625 -0.59 0.31 0.26
O -1.5108 4.0998 -17.9715 -0.29 0.30 -0.64
H -0.5765 3.9467 -17.8301 0.44 0.00 -0.01
H -1.9279 3.8008 -17.1635 -0.26 -0.10 0.19
O -0.5000 7.4595 -19.4882 -0.46 -0.45 -0.50
H -0.7545 8.3133 -19.8383 0.13 0.28 -0.10
H -0.2585 7.6354 -18.5788 0.14 -0.10 0.47
```
Forces are in eV/Å.

E_LUMO: -12.8 eV
charge: +3
HOMO level: -14.19 eV
Kohn-Sham gap: 1.4 eV
energy above the lowest of the compared OMol25 structures with the same formula, charge and spin: 104.1 kcal per mole
maximum force: 3.2 eV/A
electronic energy: -1930.53501 Ha

# 3
Molecular formula: C26H28ClF5N2O3Yb
Method: DFT, the ωB97M-V functional and the def2-TZVPD basis

```
66
Properties=species:S:1:pos:R:3:forces:R:3
Yb -0.9475 -0.1079 -0.0998 4.06 0.62 3.64
Cl -3.5338 0.0132 1.6502 0.20 0.10 0.24
N 0.0205 2.1916 -0.3722 -1.16 1.10 -0.78
N -0.4076 -2.4513 -0.0546 -0.59 -1.20 -0.60
C -0.9597 2.8894 -0.8991 1.77 -1.57 0.22
C -0.9664 -3.2159 -0.9722 0.45 2.12 0.75
C 1.0902 3.1473 0.0112 -0.32 -0.09 0.07
C 0.3788 4.4927 -0.1228 -0.58 0.52 -0.07
C 2.2616 3.0600 -0.9514 0.17 -0.07 -0.34
C 1.5614 2.9019 1.4260 0.03 0.04 0.35
H 1.9526 3.2995 -1.9770 0.04 -0.19 0.15
H 2.7031 2.0594 -0.9214 -0.09 0.09 -0.12
H 3.0365 3.7803 -0.6620 -0.10 -0.08 0.02
H 0.7096 2.9385 2.1093 0.15 -0.06 0.00
H 2.2852 3.6732 1.7169 -0.06 -0.10 0.00
H 2.0388 1.9225 1.5092 -0.10 0.07 0.02
C 0.5843 -3.2668 0.6836 -0.39 0.53 -0.14
C 0.5770 -4.5789 -0.0948 -0.27 -0.59 -0.53
C 0.1048 -3.4455 2.1135 -0.01 -0.15 0.19
C 1.9415 -2.5861 0.6690 0.24 0.00 -0.02
H 2.2845 -2.4555 -0.3636 -0.01 0.05 0.12
H 2.6662 -3.2142 1.2045 -0.02 0.18 -0.08
H 1.8739 -1.6139 1.1727 0.04 -0.26 -0.17
H -0.8405 -3.9997 2.1201 0.07 0.14 0.09
H -0.0324 -2.4637 2.5764 -0.04 -0.19 -0.06
H 0.8505 -4.0079 2.6870 -0.09 0.03 0.04
O -0.4546 -4.4232 -1.1189 0.42 -1.10 0.31
H 0.2902 -5.4521 0.5056 0.13 0.22 -0.08
H 1.5132 -4.7872 -0.6183 -0.02 0.03 0.06
O -0.8314 4.2005 -0.8832 0.17 1.05 0.17
H 0.9202 5.2643 -0.6747 0.07 -0.19 0.00
H 0.0638 4.9173 0.8373 0.02 -0.17 -0.06
C -2.1275 2.2526 -1.6075 0.46 -0.33 0.39
C -2.0535 -2.7302 -1.8838 0.64 0.10 0.13
C -1.5483 -1.4245 -2.5523 0.54 -3.07 -1.59
H -2.9615 -2.6194 -1.2292 0.49 0.42 -0.66
H -2.2515 -3.5123 -2.6282 0.01 0.11 0.15
C -1.6716 -0.2255 -2.0572 -6.77 0.79 3.69
C -1.5808 1.0424 -2.4113 0.42 1.07 -0.97
H -2.7512 -0.2618 0.6113 -1.95 -0.40 -0.19
C -0.8923 1.1519 -3.6471 -0.21 0.13 -0.29
C -0.5218 -0.0856 -4.2302 0.24 -0.35 -0.11
C -0.6306 2.5043 -4.2402 0.14 -1.25 0.23
C -0.7925 -1.3843 -3.7568 0.08 0.41 -0.36
H 0.0581 -0.0233 -5.1311 0.29 0.02 -0.66
C -0.3980 -2.6767 -4.4132 -0.07 1.39 0.05
H 0.1442 -2.2890 -5.2947 -0.07 -1.27 -0.06
H -1.3520 -3.2156 -4.6149 0.93 -0.08 -0.37
H 0.2293 -3.2485 -3.6888 -0.27 0.04 -0.78
H -1.5963 3.0677 -4.1844 1.04 -0.01 -0.58
H -0.2814 2.2024 -5.2445 -0.07 1.33 0.09
H 0.1543 2.9892 -3.6056 -0.38 0.26 -0.80
H -2.6153 2.9843 -2.2620 0.12 0.02 0.21
H -2.8577 2.0183 -0.7836 0.38 -0.31 -0.95
F 0.4476 0.6397 7.4619 0.00 0.01 -0.08
C 0.4662 0.5256 6.1181 -0.01 0.01 -0.30
C -0.4256 1.2708 5.3366 0.39 -0.22 0.09
F -1.2714 2.1360 5.9453 0.35 -0.34 -0.33
C -0.4177 1.1206 3.9578 -0.24 0.18 -0.35
F -1.2214 1.9223 3.2016 0.11 -0.41 0.52
C 0.3837 0.1784 3.2506 -0.02 -0.19 -0.04
O 0.2028 -0.0572 1.9795 0.63 0.30 1.45
C 1.3688 -0.4350 4.1028 0.04 -0.13 -0.26
F 2.3639 -1.1791 3.5423 -0.52 0.06 0.10
C 1.3866 -0.3192 5.4958 -0.48 0.47 -0.23
F 2.2798 -1.0010 6.2563 -0.39 0.34 -0.54
```
Forces are in eV/Å.

E_LUMO (alpha / beta): 2.5 / 2.5 eV
charge: -1
HOMO level (alpha / beta): 0.09 / -2.77 eV
Kohn-Sham gap (alpha / beta): 2.4 / 5.2 eV
2S+1: 2
maximum force: 7.7 eV/A
⟨S²⟩: 0.766
electronic energy: -3460.86051 Ha